(1)
This record from the OMol25 dataset describes a cluster of 2 separate species, C10H20BF3N3O7P in total. The level of theory is ωB97M-V/def2-TZVPD.

## Properties
Energy above the lowest of the compared OMol25 structures with the same formula, charge and spin in kJ/mol: 0.0

Structure (ORCA input):
```
! wB97M-V def2-TZVPD RIJCOSX def2/J DEFGRID3
* xyz 0 1
P -0.35161 1.63483 -0.24054
F -2.44954 1.72109 -2.19996
F -3.85236 0.35978 -1.03005
F -1.51046 -0.70245 3.45289
O -1.29450 -2.39568 -3.19467
O 0.33793 1.09382 -1.62181
O -3.50473 -1.51322 -4.96540
O 4.21036 -0.60490 -1.23274
O -3.71794 0.09440 -3.39655
O -1.95756 -0.61335 -2.00885
O 1.29062 -1.42471 1.91279
N 0.13748 3.25896 -0.30926
N -0.15810 0.73854 2.30697
N -0.34711 -1.29149 0.23182
C 0.98759 -0.72539 0.74410
C -2.64573 0.95687 2.23205
C -1.51782 -1.06858 1.15403
C 0.68089 0.73273 1.10680
C 3.32689 -0.13557 -0.21701
C -1.41808 0.02935 2.25045
C -2.01283 -1.45123 -3.03197
C -3.17441 -0.97849 -3.95136
C 2.03743 -0.95880 -0.33690
C 4.00670 -0.20252 1.13959
B -3.02046 0.45118 -2.14634
H -2.35762 2.00589 2.19970
H 4.79259 -1.27456 -0.85673
H 1.14024 1.54820 -1.91203
H 1.07618 3.42846 -0.66104
H 1.61029 -0.77871 -1.31841
H 2.33104 -2.01657 -0.32684
H 4.99822 0.24478 1.05771
H -0.22922 -2.29772 0.11859
H 3.12777 0.90424 -0.49423
H -2.37675 -0.89428 0.51252
H -0.56711 -0.93075 -0.72416
H 0.01147 3.77203 0.55512
H 3.46680 0.32200 1.92573
H -1.67865 -2.00861 1.67433
H 1.61980 1.22953 1.35382
H -0.35306 1.69792 2.56377
H -3.21093 0.79526 3.14964
H 1.69316 -2.27217 1.68446
H -3.30589 0.76063 1.39040
H 4.12903 -1.24075 1.45960
*
```

=====

(2)
This record from the OMol25 dataset describes a structure of composition C22H12F18N2O6S2Ta in a non-equilibrium geometry. The level of theory is ωB97M-V/def2-TZVPD.

## Properties
Energy above the lowest of the compared OMol25 structures with the same formula, charge and spin in kJ/mol: 69.4

Structure (ORCA input):
```
! wB97M-V def2-TZVPD RIJCOSX def2/J DEFGRID3
* xyz 1 1
Ta -0.28965 -1.14925 -0.67591
S 1.01355 -3.93618 -1.83757
S 2.78727 -1.98657 -0.77176
F 0.73198 0.18085 -3.25804
F -2.91135 2.15921 -1.09764
F -2.27686 -3.49382 3.50896
F 0.28658 -3.59973 1.05511
F 2.37927 -4.09883 -4.09535
F -3.64451 -2.41280 2.21849
F 5.08840 -1.54349 -2.03049
F -2.46627 -4.05679 1.43089
F 0.30175 -3.23898 3.18684
F -3.38014 1.12603 -2.94907
F -2.34699 3.02904 -3.00779
F 3.29766 -1.41181 -3.23962
F 3.77278 0.15478 -1.80847
F 0.87453 -2.54705 -4.01271
F 0.30403 -4.61860 -4.29755
F 0.99186 -1.71727 1.79594
F -0.17177 1.80813 -4.37682
F -1.16539 -0.08907 -4.26331
O 0.76607 -5.25841 -1.43044
O 1.59102 -1.05913 -0.84437
O -1.49849 -1.88010 0.45179
O 3.44840 -1.98898 0.47211
O -1.42436 -0.13580 -1.70563
O -0.06278 -2.93655 -1.58298
N 2.39117 -3.36825 -1.33671
N -0.33335 0.39762 0.55266
C 1.39157 3.83720 -1.23926
C 1.15703 -3.82086 -3.70995
C -2.32551 0.68081 5.94135
C -1.12489 1.14600 -2.20791
C -1.34236 -2.02966 1.84027
C -0.14057 1.95163 -1.34462
C 0.23645 1.56147 -0.04342
C -1.06926 1.70278 2.50217
C -0.45624 0.80216 -3.57871
C -1.83777 -0.57830 3.82585
C -1.36339 -0.67139 2.52373
C -0.89870 0.48216 1.84778
C 1.78632 3.41364 0.02571
C 3.84772 -1.14306 -2.06120
C 0.05666 -2.68893 2.03015
C -2.46128 -3.01682 2.27601
C -2.47684 1.88605 -2.33421
C -1.55380 1.77553 3.79443
C 1.21498 2.30407 0.61444
C 2.02086 5.02421 -1.90721
C -1.90177 0.63337 4.50204
C 0.41683 3.09930 -1.90043
H 0.10977 3.43384 -2.88164
H -0.82882 2.61513 1.97710
H 1.26261 5.73593 -2.23488
H 2.55038 3.96207 0.56228
H 2.57560 4.70735 -2.79195
H -2.32997 1.70201 6.31656
H -2.17202 -1.46422 4.34858
H -1.66323 2.74704 4.26003
H -1.64501 0.09061 6.55655
H 1.52312 1.99653 1.60544
H 2.71107 5.53357 -1.23818
H -3.32396 0.26061 6.07256
*
```

=====

(3)
This record from the OMol25 dataset describes a structure of composition C7H19BiSbSe6 in a non-equilibrium geometry. The level of theory is ωB97M-V/def2-TZVPD.

Structure (ORCA input):
```
! wB97M-V def2-TZVPD RIJCOSX def2/J DEFGRID3
* xyz 1 1
Bi 1.59242 -0.63176 -0.13220
Sb 1.74391 1.84127 -1.71280
Se 4.17118 -0.62928 0.45917
Se 4.05236 -0.22102 2.78437
Se -0.08640 -2.53134 2.31354
Se -1.87876 -1.04873 -0.54322
Se 0.80777 0.94520 1.82187
Se 2.87568 1.73386 2.73659
C -0.31665 2.09277 -2.25807
C 2.75749 2.27489 -3.57587
C -2.02084 -2.18116 2.15647
C -2.35353 -0.93722 1.37210
C -0.25904 -4.33876 3.00249
C -3.68031 -1.29209 -1.25338
C 2.14280 3.63174 -0.57814
H 2.50131 1.53756 -4.32699
H -2.39036 -2.07166 3.18185
H 3.16509 3.61447 -0.21190
H -3.60281 -1.44575 -2.32591
H -4.26510 -0.39978 -1.04434
H -1.83851 -0.06447 1.78507
H -0.81682 -4.29798 3.93605
H 2.42896 3.25772 -3.89787
H -0.47166 3.08635 -2.66730
H -0.94269 1.96411 -1.37858
H -4.11425 -2.17029 -0.78117
H -0.58443 1.34536 -3.00122
H 0.74119 -4.72489 3.17956
H 1.45609 3.68615 0.26060
H -0.77184 -4.94751 2.26236
H -2.45102 -3.08255 1.71109
H -3.42982 -0.75809 1.38613
H 3.83194 2.27773 -3.42382
H 2.00669 4.48513 -1.23654
*
```

=====

Calculated values (Da) of molecular weight for the records, taken in order: 393.1 987.4 907.7.
Calculated values (Eh) of calculated total energy for the records, taken in order: -1750.03560 -4057.40113 -15141.33736.